The following is a DFT calculation (the ωB97M-V functional and the def2-TZVPD basis) of a structure of composition C32H26CaFNO4SbSe4Si at a distorted geometry.

For the energy relative to the best compared isomer or geometry (same formula, charge and spin), the calculation gives 241.1 kJ/mol. Its HOMO-LUMO gap (spin up / spin down) is 3.80 / 3.98 eV. Its maximum force is 4.12 eV/Å. As for the charge: -1. The molar mass is 1013.33 g/mol.

```
71
C32H26CaFNO4SbSe4Si (the ωB97M-V functional and the def2-TZVPD basis)
Sb 1.738 -2.756 -5.702
Se 0.403 -4.238 -4.464
Se 1.386 -2.315 -8.186
Se 2.281 -0.557 -4.983
Se 3.754 -4.170 -5.165
Ca 1.434 -1.319 -2.011
Si -2.145 -0.279 -1.843
F 2.446 4.650 1.022
O 4.139 -3.291 1.062
O -0.639 -0.826 -1.631
O 2.142 0.002 -0.292
O 2.520 -2.624 -0.420
N 3.147 -0.137 3.607
C 3.298 -0.192 5.073
C -3.526 2.094 -0.793
C 2.307 2.264 0.951
C -2.531 -0.037 -3.653
C 2.888 -1.351 1.531
C -2.082 -1.197 -5.741
C 3.596 1.206 5.612
C -2.549 1.147 -5.747
C -3.818 -3.291 0.429
C 2.557 2.248 3.709
C 3.234 -2.542 0.640
C -1.233 2.942 0.484
C -1.208 1.801 -0.274
C 2.440 3.439 1.626
C -5.525 -2.755 -1.151
C 2.454 1.080 1.676
C 2.448 3.430 3.024
C -2.343 1.356 -0.959
C -2.218 -1.185 -4.366
C -2.427 3.678 0.607
C -3.436 -1.527 -1.235
C -3.566 3.243 -0.040
C -2.691 1.155 -4.386
C -4.716 -1.762 -1.714
C 2.404 -0.144 0.894
C 3.262 -1.274 2.828
C -5.087 -3.553 -0.095
C 2.594 2.251 5.225
C 4.315 -1.183 5.575
C 2.715 1.040 3.016
C -2.220 -0.031 -6.457
C -3.023 -2.326 -0.162
H -6.479 -2.954 -1.559
H 2.399 4.403 3.568
H -2.463 4.563 1.244
H 1.570 2.044 5.598
H 4.114 -2.196 5.229
H -2.873 2.068 -3.882
H -3.400 -3.872 1.246
H -5.705 -4.339 0.288
H 3.780 -2.108 3.283
H -0.338 3.313 1.014
H 2.893 3.250 5.548
H -1.731 -2.083 -6.230
H 2.193 2.232 -0.123
H -2.007 -2.182 0.221
H -5.081 -1.202 -2.587
H 2.294 -0.377 5.480
H 4.580 1.512 5.235
H -2.101 -0.030 -7.512
H -4.434 1.714 -1.321
H -4.479 3.764 0.083
H 4.291 -1.166 6.652
H -2.027 -2.088 -3.782
H 3.766 1.215 6.674
H -0.282 1.233 -0.387
H 5.316 -0.942 5.246
H -2.709 2.061 -6.344
```